[1]
# C3H4Cl2N

A gas-phase ion, C3H4Cl2N (charge +1) at a distorted geometry (wB97M-V/def2-TZVPD, the OMol25 dataset).

Results
- energy relative to the best compared isomer or geometry (same formula, charge and spin) (kcal/mol) = 26.9
- lowest unoccupied orbital energy (eV) = -4.7731
- charge = +1

Each line ends with the Löwdin charge.
Positions of all 10 atoms, in Å:
C -0.6058 -1.4664 -0.3979  -0.2122
C -0.5720 0.9736 0.5655  -0.4065
C 0.8377 0.3303 -0.3944  -0.6205
N 0.3649 -0.8870 -0.8533  -0.0229
Cl -1.4419 -0.4482 0.9312  1.0852
Cl 2.1442 -0.0978 0.7534  0.6798
H -0.9101 -2.4508 -0.5765  0.1148
H -0.0775 1.5474 1.4511  0.1253
H -1.0937 1.6219 -0.3151  0.1517
H 1.3543 0.8771 -1.1641  0.1054

Forces on the atoms, in the same order (eV/Å):
C 2.15 0.97 -0.92
C 3.24 3.07 -3.50
C -0.72 -0.09 2.86
N -0.88 -1.21 -0.67
Cl -1.12 -0.07 1.06
Cl -0.15 0.29 0.05
H -1.06 -1.25 0.09
H -1.45 -1.27 -1.51
H 0.72 -1.40 2.77
H -0.73 0.97 -0.23

=====

[2]
# C25H42O20

8 unconnected molecules or ions with the total composition C25H42O20 at a distorted geometry (wB97M-V/def2-TZVPD, the OMol25 dataset).

Results
- SMILES = C[C@H]1COC(=O)O1.C[C@H]1COC(=O)O1.C[C@H]1COC(=O)O1.C[C@H]1COC(=O)O1.C[C@H]1COC(=O)O1.C[C@H]1COC(=O)O1.CO.O
- energy relative to the best compared isomer or geometry (same formula, charge and spin) (kcal/mol) = 0.0
- lowest unoccupied orbital energy (eV) = -0.1815

Each line ends with the Löwdin charge.
Positions of all 87 atoms, in Å:
C 1.5311 0.2312 4.0729  0.0046
C 2.6697 -0.7831 4.1892  -0.3226
C 2.6221 -1.6560 5.4187  -0.0674
O 2.5094 -3.0057 4.8832  0.0561
C 2.4003 -2.9414 3.5127  -0.5104
O 2.1817 -3.8828 2.7872  0.1480
O 2.6712 -1.6734 3.1025  0.0506
H 1.3039 0.7789 4.9875  0.0801
H 0.6104 -0.3064 3.8463  0.0855
H 1.7182 0.9871 3.3102  0.0834
H 3.6636 -0.4064 3.9475  0.1588
H 1.8829 -1.3657 6.1652  0.1337
H 3.5999 -1.6646 5.9004  0.1306
C 4.2201 -2.3645 -0.0064  0.0101
C 3.2104 -3.3177 -0.6979  -0.3126
C 3.0685 -3.2871 -2.1570  -0.0862
O 3.0899 -4.6889 -2.4775  0.0740
C 3.7090 -5.3804 -1.5319  -0.5294
O 3.9302 -6.6016 -1.5971  0.1031
O 3.6354 -4.6515 -0.4010  0.0795
H 5.2237 -2.5729 -0.3771  0.0877
H 4.2112 -2.4898 1.0763  0.0689
H 4.0669 -1.2977 -0.1697  0.0803
H 2.2680 -3.3846 -0.1542  0.1518
H 3.9438 -2.7844 -2.5683  0.1379
H 2.1693 -2.7970 -2.5303  0.1230
C 0.3810 1.7942 -6.0837  -0.0311
C 0.3208 0.9613 -4.9012  -0.3540
C 1.1911 -0.3316 -4.9077  -0.0730
O 1.7646 -0.4084 -3.6144  0.0578
C 1.6205 0.7931 -2.9905  -0.4631
O 2.0948 1.0333 -1.8750  0.1108
O 0.8672 1.6265 -3.7563  0.0991
H -0.1311 2.7400 -5.9067  0.1004
H -0.0673 1.3031 -6.9474  0.1038
H 1.4153 2.0940 -6.2520  0.1015
H -0.7159 0.6622 -4.7464  0.1202
H 1.9398 -0.1445 -5.6774  0.1350
H 0.4858 -1.1264 -5.1507  0.1372
C -5.0175 -0.0315 -3.9492  0.0015
C -3.9391 -0.4629 -2.9105  -0.2924
C -2.7150 -0.8462 -3.6928  -0.1355
O -1.6808 -0.3453 -2.8766  0.0256
C -2.1538 0.6562 -2.1081  -0.5540
O -1.4990 1.2839 -1.3148  0.1583
O -3.4646 0.6502 -2.1774  0.1164
H -5.7276 0.6082 -3.4252  0.0870
H -5.4473 -0.8974 -4.4528  0.0932
H -4.5890 0.6114 -4.7180  0.0833
H -4.0989 -1.2989 -2.2295  0.1584
H -2.7574 -0.3990 -4.6860  0.1197
H -2.5925 -1.9116 -3.8878  0.1483
C -2.4238 -0.0441 2.3291  -0.0210
C -2.7186 0.4674 3.7207  -0.3060
C -2.3568 -0.4104 4.8927  -0.0286
O -1.5351 0.4846 5.7447  0.0785
C -1.3190 1.6212 5.1217  -0.5592
O -0.6107 2.5652 5.5646  0.0780
O -1.9499 1.6696 3.9266  0.0523
H -1.3937 -0.0819 1.9750  0.0653
H -2.7951 0.6292 1.5565  0.0837
H -2.7759 -1.0423 2.0688  0.0882
H -3.7683 0.7590 3.7560  0.1502
H -1.8412 -1.2966 4.5229  0.1374
H -3.2927 -0.6027 5.4172  0.1355
C 0.0356 3.6339 1.9339  0.0220
C -0.8362 4.2012 0.7820  -0.3158
C -1.8969 5.1718 1.2097  -0.0795
O -1.1478 6.3656 1.0624  0.0669
C -0.1468 6.1653 0.1833  -0.6553
O 0.5878 6.9763 -0.2799  0.1606
O 0.0478 4.9356 0.0315  0.1220
H -0.6150 2.9936 2.5296  0.0603
H 0.3139 4.3907 2.6673  0.1025
H 0.8992 3.1341 1.4952  0.0869
H -1.2278 3.5252 0.0218  0.1423
H -2.1928 5.1887 2.2587  0.1444
H -2.7385 5.2352 0.5198  0.1347
C -1.3413 -2.7605 -0.7956  -0.0792
O -0.8407 -2.3517 0.5436  -0.1377
H -2.0096 -1.9940 -1.1880  0.0411
H -0.5016 -2.7425 -1.4903  0.0731
H -1.8943 -3.6969 -0.7229  0.0849
H -0.1316 -1.7064 0.4946  0.0207
O 0.9543 0.1624 0.5625  -0.0403
H 1.6422 0.4011 -0.0588  0.0065
H 0.2258 0.7457 0.3496  0.0115

Forces on the atoms, in the same order (eV/Å):
C 0.11 0.07 0.04
C 0.45 1.42 -0.56
C 1.57 -0.89 0.07
O -1.07 0.52 -0.52
C 0.17 -0.86 -0.32
O 0.37 1.54 1.19
O -1.49 -2.20 -1.01
H 0.47 -0.10 0.28
H -0.03 -0.12 -0.30
H -0.06 -0.28 -0.17
H -0.02 1.21 1.31
H -0.39 -0.48 -0.34
H -0.09 0.22 0.27
C -0.31 -0.07 -0.38
C -0.16 0.29 3.54
C 0.50 -0.04 -0.85
O 0.08 0.73 -2.34
C -1.69 -3.86 1.48
O 0.18 3.90 0.05
O 2.17 -1.11 -0.32
H 0.05 -0.20 -0.04
H -0.11 -0.30 -0.14
H -0.46 -0.02 -0.31
H -0.38 1.14 -0.15
H 0.03 -0.10 -0.49
H 0.04 -0.32 0.03
C 0.64 1.58 -0.97
C 0.25 -1.96 1.57
C -1.10 1.42 -1.04
O -0.13 0.28 0.11
C 0.41 0.27 2.14
O -1.33 -0.41 -3.49
O 0.33 0.18 1.08
H -0.31 -0.08 -0.04
H 0.18 0.01 -0.04
H 0.11 -0.19 -0.47
H 0.00 0.29 0.62
H 0.35 -0.71 0.12
H 0.75 -0.57 0.27
C 0.18 0.11 1.50
C -0.19 -0.28 -2.16
C 0.12 -0.56 -0.62
O 1.53 0.22 -0.63
C 1.17 -0.69 1.96
O -0.43 -0.19 -1.22
O -1.58 1.16 0.35
H -0.52 -0.45 -0.17
H -0.27 0.08 0.28
H 0.34 -0.08 0.13
H -1.01 0.31 0.18
H 0.51 0.47 0.00
H 0.10 -0.07 0.52
C 0.37 -0.08 -1.40
C 0.12 0.68 -1.26
C -0.18 0.98 0.29
O -0.53 -1.85 -0.24
C 2.35 4.10 0.65
O -2.60 -3.57 -1.61
O 0.20 0.08 0.59
H 0.56 -0.07 1.07
H -0.69 0.19 0.22
H -0.39 -0.02 0.47
H -0.04 0.03 0.12
H 0.31 0.02 0.73
H 0.50 -0.55 0.36
C -1.76 -0.42 -0.24
C 0.08 -2.64 1.18
C 0.27 1.06 0.14
O -0.38 2.04 -0.14
C 0.86 3.28 0.94
O -0.21 1.48 -0.29
O 1.25 -2.65 -2.24
H 0.37 -0.58 -0.11
H 0.26 0.41 -0.46
H -0.08 -0.09 0.32
H -0.11 -0.98 0.84
H -0.20 -0.67 -0.16
H -0.24 -0.27 0.18
C 1.02 1.62 1.49
O -1.42 -1.24 -1.12
H -0.28 0.02 0.23
H -0.01 -0.67 -0.10
H 0.50 -0.03 0.14
H 0.31 0.34 -0.50
O -0.24 -0.55 0.65
H 0.24 0.12 -0.43
H -0.24 0.28 -0.27

=====

[3]
# C5H8N

A gas-phase ion, C5H8N (charge +1) at a distorted geometry (wB97M-V/def2-TZVPD, the OMol25 dataset).

Results
- energy relative to the best compared isomer or geometry (same formula, charge and spin) (kcal/mol) = 113.7
- lowest unoccupied orbital energy (eV) = -5.4957
- charge = +1

Each line ends with the Löwdin charge.
Positions of all 14 atoms, in Å:
C -0.8496 1.4783 0.1191  0.0434
C 0.6476 1.4182 0.1723  -0.0371
C -1.2737 0.2261 -0.0163  0.0577
C -2.0049 -0.9213 -0.0945  -0.0217
C 2.0267 -0.5571 -0.0560  -0.0801
N 0.8574 0.1743 0.1211  -0.0447
H -1.4875 2.3594 0.2162  0.1372
H 1.5122 2.1064 0.0620  0.1570
H -2.3586 -1.2128 -1.0860  0.1199
H -2.9308 -0.9153 0.6524  0.1882
H -1.2396 -1.6817 0.0077  0.1239
H 1.9043 -1.3044 -0.8932  0.1227
H 2.1436 -1.2414 0.7478  0.0734
H 3.0529 0.0713 0.0476  0.1601

Forces on the atoms, in the same order (eV/Å):
C -0.12 0.26 0.25
C 0.14 -0.38 -0.69
C 2.94 3.79 0.32
C -3.04 -1.94 0.36
C 3.07 -0.16 -0.19
N -1.76 -0.62 -0.26
H -0.01 -0.32 -0.16
H -1.09 0.27 0.33
H -0.28 0.64 -0.26
H 2.21 -0.38 -1.18
H -0.06 -0.77 1.09
H 0.49 1.39 0.21
H -0.13 -0.61 1.19
H -2.37 -1.17 -1.02

=====

[4]
# CH9NO3

3 unconnected molecules or ions with the total composition CH9NO3 at a distorted geometry (wB97M-V/def2-TZVPD, the OMol25 dataset).

Results
- SMILES = NCO.O.O
- energy relative to the best compared isomer or geometry (same formula, charge and spin) (kcal/mol) = 49.0
- lowest unoccupied orbital energy (eV) = 0.6593

Each line ends with the Löwdin charge.
Positions of all 14 atoms, in Å:
N -1.6005 -0.5424 0.7020  0.0217
C -1.6367 0.7424 -0.0553  -0.2986
O -0.9557 1.6149 0.8007  -0.0724
H -0.9541 -0.5976 1.2964  -0.0655
H -2.4998 -0.7204 1.3130  0.1223
H -0.9582 0.4598 -0.9184  0.1083
H -2.5874 1.1176 -0.4017  0.1115
H -1.3558 2.4179 1.1512  0.0890
O 2.3408 -1.3725 0.3066  0.0049
H 2.9263 -0.6235 0.5298  0.0841
H 1.6162 -1.2352 0.7554  -0.0591
O 2.0763 -0.1111 -1.8894  -0.0701
H 1.1362 -0.1896 -1.9642  0.0037
H 2.4523 -0.9604 -1.6263  0.0202

Forces on the atoms, in the same order (eV/Å):
N -10.84 -0.43 -5.07
C 2.34 -2.12 1.05
O 1.15 1.39 0.14
H 7.04 0.11 5.62
H 2.14 0.65 -1.82
H -0.82 1.14 0.58
H -0.43 -0.39 0.12
H -0.57 -0.33 -0.60
O 6.76 -0.99 -2.71
H -0.46 -0.54 -0.28
H -6.16 1.06 3.66
O 1.13 0.73 -0.81
H -0.62 -0.43 0.04
H -0.66 0.17 0.07